75
Properties=species:S:1:pos:R:3:forces:R:3:mulliken_charge:R:1 method="wB97M-V/def2-TZVPD" de_lowest_kcal_mol=0.0 homo_ev=-3.2320 charge=-1 gap_ev=5.4
C 2.67315 -0.42248 -4.62084 -0.18 -0.55 0.22 -0.89
N 3.65189 -0.89739 -3.65179 0.34 0.02 -0.29 -0.15
C 4.86616 -0.04659 -3.67379 -0.25 0.57 0.20 -0.88
B 4.68388 1.48665 -3.07892 0.22 -0.01 -0.25 -0.10
P 3.21280 1.68067 -1.81724 -1.23 -0.08 -0.42 0.03
O 3.24691 0.35512 -0.77636 0.72 0.26 0.13 -0.20
O 3.70651 2.95054 -0.82698 0.38 -0.15 0.33 -0.51
H 3.05104 -0.49584 -5.65358 -0.05 0.34 -0.06 0.32
H 1.78351 -1.05747 -4.55346 -0.04 0.01 -0.05 0.28
H 2.35759 0.59246 -4.38856 0.18 0.11 -0.06 0.30
H 3.94224 -1.81230 -3.98242 -0.13 -0.13 0.18 0.23
H 5.19685 0.06635 -4.72271 0.27 -0.13 0.06 0.25
H 5.66373 -0.54815 -3.11795 -0.10 -0.24 -0.04 0.23
H 4.36485 2.22145 -4.01102 -0.09 0.16 0.17 -0.20
H 5.72628 1.90929 -2.59207 -0.02 -0.10 0.06 -0.22
H 4.16370 0.04307 -0.74358 -0.15 -0.16 0.04 0.22
H 3.05009 3.05013 -0.12678 0.00 0.06 -0.27 0.28
O 2.47919 -4.24360 2.05337 -0.09 0.22 -2.46 -0.91
P 1.48025 -3.16501 2.24019 -0.90 0.94 4.10 0.66
N 2.34777 -1.84893 2.86961 0.63 -0.65 0.40 0.09
C 1.77357 -0.85995 3.75492 -0.31 0.33 -0.29 -0.87
C 3.53233 -1.37913 2.15779 0.18 -0.12 -0.14 -1.28
N 0.40750 -3.89501 3.40840 0.13 0.34 0.16 0.35
C 0.55146 -3.61758 4.82348 -0.02 0.13 0.04 -1.13
C 0.22593 -5.31928 3.17566 0.01 -0.06 -0.13 -1.19
N 0.26734 -2.27058 1.52976 0.12 -0.87 -1.87 0.15
C 0.61053 -1.43798 0.36990 0.28 0.23 0.15 -1.30
C -1.13544 -2.20268 1.92088 -0.18 -0.32 -0.11 -0.76
H 0.88951 -0.35548 3.33944 -0.02 -0.05 0.00 0.20
H 2.51388 -0.08441 3.95238 0.05 -0.01 -0.13 0.44
H 1.51632 -1.27843 4.72533 -0.03 0.03 -0.04 0.18
H 3.26608 -0.63307 1.40167 0.12 0.08 0.07 0.57
H 4.04855 -2.19500 1.65195 -0.18 -0.14 0.06 0.31
H 4.24309 -0.94367 2.86526 -0.03 0.03 0.00 0.42
H 1.57653 -3.76795 5.19368 -0.03 0.01 0.05 0.32
H -0.11377 -4.27439 5.38974 0.04 -0.10 -0.07 0.38
H 0.23388 -2.60294 5.06028 0.03 -0.03 0.00 0.30
H 1.05900 -5.92345 3.55612 0.00 -0.02 -0.05 0.32
H 0.12704 -5.52496 2.10973 0.05 -0.01 0.00 0.36
H -0.69999 -5.64733 3.65949 0.02 0.04 0.06 0.38
H 0.68662 -0.38832 0.66219 -0.03 0.04 -0.13 0.23
H -0.14398 -1.52201 -0.41236 -0.07 -0.07 0.07 0.35
H 1.55848 -1.72731 -0.08516 0.07 0.01 0.14 0.53
H -1.26008 -1.62227 2.83884 -0.03 -0.04 0.02 0.24
H -1.58149 -3.18383 2.06488 0.06 -0.04 0.09 0.26
H -1.69763 -1.69813 1.13458 0.15 0.13 -0.01 0.30
O -1.95782 0.88125 0.47018 -1.41 -2.29 -0.03 -0.58
P -2.92291 1.60350 -0.38726 1.41 4.39 -0.29 0.07
N -2.06772 1.90412 -1.81270 0.23 -0.20 0.22 0.39
C -2.24306 3.04274 -2.68824 -0.42 -0.04 -0.26 -0.95
C -1.44033 0.75499 -2.45743 0.25 -0.16 0.11 -0.49
N -3.20381 3.06042 0.50928 0.03 0.08 -0.40 0.26
C -2.48569 4.28317 0.18898 0.00 0.08 -0.09 -1.16
C -3.21569 2.82715 1.94758 -0.07 -0.12 0.07 -1.17
N -4.49068 1.52234 -0.96411 -0.23 -1.82 0.49 0.32
C -4.83634 0.36871 -1.78981 0.12 0.06 -0.16 -1.10
C -5.57881 2.45612 -0.71641 -0.08 0.03 0.21 -0.89
H -3.27157 3.15494 -3.06609 0.00 0.01 0.06 0.28
H -1.59475 2.92638 -3.55583 -0.01 -0.14 0.01 0.42
H -1.93671 3.97109 -2.21688 -0.03 -0.02 -0.04 0.17
H -2.10078 0.29141 -3.20468 0.02 0.05 -0.03 0.26
H -1.18284 0.00171 -1.71506 -0.01 0.06 0.04 -0.22
H -0.51019 1.05062 -2.94554 0.01 0.03 0.05 0.49
H -1.39791 4.14484 0.13556 -0.01 0.04 0.00 0.35
H -2.69772 5.03334 0.95378 0.02 -0.09 0.10 0.38
H -2.83654 4.71113 -0.74845 0.01 -0.01 0.04 0.31
H -2.20877 2.75140 2.37324 -0.02 -0.05 0.01 0.32
H -3.74681 1.90445 2.18416 0.05 -0.02 0.00 0.34
H -3.74847 3.64664 2.43927 0.03 0.05 -0.05 0.40
H -4.91015 0.64184 -2.84818 -0.03 -0.02 0.00 0.30
H -5.78623 -0.07126 -1.47809 0.00 0.02 0.04 0.43
H -4.08032 -0.41282 -1.69780 0.05 0.04 -0.03 0.30
H -5.44419 3.38104 -1.28209 0.00 0.04 0.06 0.25
H -5.68791 2.70498 0.33533 0.08 0.06 0.02 0.26
H -6.51892 2.00092 -1.03664 0.09 -0.09 -0.08 0.40